Below is a cluster of 2 separate species, C5H13OP in total in a non-equilibrium geometry, with properties calculated with wB97M-V/def2-TZVPD.

Structure (XYZ):
```
20
Properties=species:S:1:pos:R:3
C 2.833 0.924 1.242
C 2.072 -0.150 -1.050
C -1.704 -1.077 -1.317
C -2.560 -0.065 1.378
C 2.034 0.202 0.402
O -0.865 1.296 -0.491
P -1.057 -0.182 0.184
H 3.716 1.452 0.819
H -0.034 1.621 -0.331
H 2.488 1.002 2.222
H 1.498 0.632 -1.632
H 1.347 -0.987 -1.106
H 3.009 -0.338 -1.402
H -1.603 -2.115 -0.984
H -2.734 -0.729 -1.502
H -1.063 -1.059 -2.096
H -3.424 -0.499 0.842
H -2.417 -0.601 2.311
H -2.866 0.980 1.557
H 1.329 -0.307 0.952
```

Summary:
* energy: -614.64427 Eh
* 2S+1: 3
* LUMO energy (spin up / spin down): 0.81 / -2.95 eV
* frontier orbital gap (spin up / spin down): 0.152 / 0.178 Ha
* relative energy (zero: lowest compared OMol25 entry of this formula, charge and spin): 33.3 kcal per mole

Atomic partial charges in e from the Löwdin method, atoms 1 to 6: atom 1 (C): -0.05, atom 2 (C): -0.13, atom 3 (C): -0.23, atom 4 (C): -0.22, atom 5 (C): -0.34, atom 6 (O): -0.27



Below is a cluster of 2 separate species, C5H13OPS in total in a non-equilibrium geometry, with properties calculated with wB97M-V/def2-TZVPD.

Structure (XYZ):
```
21
Properties=species:S:1:pos:R:3
C 1.369 1.435 -0.783
C 2.310 -0.720 0.052
C 0.337 -0.835 -1.522
C -2.537 0.756 2.099
C 1.055 -0.013 -0.347
O 0.265 -0.082 0.778
P -2.471 0.839 0.244
S -3.986 0.050 -0.648
H 1.451 1.921 0.173
H 2.306 1.355 -1.424
H 0.527 1.944 -1.200
H 2.722 -0.141 1.057
H 3.080 -0.745 -0.686
H 2.032 -1.680 0.434
H 0.737 -1.869 -1.591
H -0.686 -0.962 -1.195
H 0.689 -0.330 -2.448
H -3.045 -0.013 2.555
H -1.351 0.741 2.336
H -2.926 1.758 2.431
H -1.963 1.977 -0.273
```

Summary:
* energy: -1012.92498 Eh
* LUMO energy (spin up / spin down): -2.34 / -2.34 eV
* frontier orbital gap (spin up / spin down): 0.213 / 0.213 Ha
* relative energy (zero: lowest compared OMol25 entry of this formula, charge and spin): 98.4 kcal per mole

Atomic partial charges in e from the Löwdin method, atoms 1 to 6: atom 1 (C): -0.06, atom 2 (C): -0.08, atom 3 (C): -0.03, atom 4 (C): -0.30, atom 5 (C): -0.80, atom 6 (O): -0.20



Below is an isolated molecule of C5H13P in a non-equilibrium geometry, with properties calculated with wB97M-V/def2-TZVPD.

Structure (XYZ):
```
19
Properties=species:S:1:pos:R:3
C 0.576 2.068 -0.063
P 0.081 0.570 0.311
C -1.619 0.270 -0.507
C -2.508 -0.811 0.104
C 1.084 -0.832 -0.318
C 2.558 -0.598 0.051
H 1.409 2.452 0.638
H -0.158 2.829 -0.033
H -0.301 -0.156 1.742
H -2.087 1.245 -0.493
H -1.577 -0.096 -1.478
H -2.021 -1.649 0.542
H -2.968 -0.200 0.795
H -3.343 -1.045 -0.467
H 0.909 -1.787 -0.040
H 0.989 -0.724 -1.345
H 2.962 0.342 -0.081
H 2.701 -0.741 1.065
H 3.313 -1.137 -0.425
```

Summary:
* energy: -539.51542 Eh
* LUMO energy: 1.14 eV
* frontier orbital gap: 0.333 Ha
* relative energy (zero: lowest compared OMol25 entry of this formula, charge and spin): 72.4 kcal per mole

Atomic partial charges in e from the Löwdin method, atoms 1 to 6: atom 1 (C): -0.34, atom 2 (P): 0.76, atom 3 (C): -0.34, atom 4 (C): -0.15, atom 5 (C): -0.34, atom 6 (C): -0.15